[1]
# C18H28Cl25FN4O5PS

9 unconnected molecules or ions with the total composition C18H28Cl25FN4O5PS at a distorted geometry (ωB97M-V/def2-TZVPD, the Open Molecules 2025 dataset).

Values from the calculation:
gap between HOMO and LUMO: 8.4 eV
energy: -371211.2843 eV
charge: +1

Structure (XYZ):
```
83
Properties=species:S:1:pos:R:3:forces:R:3
N -0.5877 1.5257 3.8510 0.23 0.52 -0.61
P -1.1764 2.1149 2.3574 -2.63 -0.48 -0.27
O -1.3643 3.7494 2.6107 0.80 -1.03 -0.12
C 0.1493 1.9198 0.9956 2.14 1.99 1.90
C 1.4273 1.2505 1.6468 -1.06 -0.60 -0.52
C 2.2074 2.1566 2.6330 -0.34 0.34 0.12
C 3.6865 2.5653 2.3369 0.01 0.28 0.11
C 4.3479 2.2319 0.9811 -0.51 0.22 0.32
S 4.8103 3.7021 -0.0317 3.85 -2.04 -0.94
O 5.1165 3.1918 -1.3426 -1.90 0.19 -0.17
O 6.0134 4.2391 0.5474 -1.43 1.00 1.19
Cl 3.2804 5.0738 -0.1046 0.34 -0.29 0.24
C 0.5059 3.2856 0.3519 0.85 -0.05 -1.10
N -0.5785 3.9929 -0.3446 -0.38 -0.71 -0.50
C -1.7166 3.1956 -0.8244 -0.65 0.29 0.30
C -1.6573 1.6468 -0.6551 -1.40 0.02 -1.55
N -0.3521 1.0780 -0.1747 -1.88 1.28 1.17
C -0.4800 -0.3582 0.1328 -0.77 -0.96 -0.05
O 0.4172 -1.0485 -0.1745 2.12 -0.72 -0.55
N -1.6095 -0.9263 0.7456 -0.32 0.63 -2.06
C -1.5549 -2.3627 0.5186 0.02 1.14 -1.71
O -1.4586 -3.1327 1.3524 0.26 -2.25 2.93
F -1.6799 -2.7681 -0.7574 -0.11 1.09 -0.05
H -1.0182 0.6229 4.0434 0.01 0.28 0.00
H -0.7756 2.1704 4.6170 0.27 -0.07 -0.13
H -2.2122 4.0025 2.2155 0.25 0.06 0.18
H 1.0154 0.3978 2.2317 0.44 0.32 -0.34
H 1.9889 0.7867 0.8143 0.22 0.34 0.51
H 2.1863 1.6665 3.6241 0.04 0.18 -0.60
H 1.6156 3.0833 2.7927 0.35 -0.51 -0.09
H 3.7735 3.6627 2.4893 -0.04 -0.61 -0.02
H 4.3239 2.1414 3.1315 -0.38 0.11 -0.48
H 5.3325 1.7628 1.1786 -0.29 0.59 -0.44
H 3.8204 1.5568 0.2899 -0.04 0.40 0.32
H 1.3137 3.0709 -0.4017 -0.26 -0.05 0.55
H 0.9691 3.9923 1.0618 -0.39 -0.65 -0.03
H -0.2286 4.4924 -1.1568 0.30 0.02 0.49
H -1.9367 3.4072 -1.8896 0.34 -0.07 0.55
H -2.6241 3.5480 -0.2830 0.41 -0.43 -0.25
H -1.8540 1.1833 -1.6470 0.33 0.17 0.52
H -2.5134 1.3361 -0.0319 0.91 0.06 0.19
H 0.3369 1.2311 -0.9246 0.07 -0.68 0.23
H -2.4962 -0.6437 0.3070 0.03 0.54 0.72
C 0.8259 -4.2832 -3.0137 0.11 -0.13 0.01
Cl 2.4023 -3.9123 -3.7193 -0.08 0.07 0.02
Cl -0.3930 -4.4640 -4.2812 -0.04 0.06 0.03
Cl 0.9130 -5.7380 -2.0212 -0.04 0.11 -0.02
H 0.5343 -3.4549 -2.3781 0.01 -0.05 -0.05
C 0.4884 -1.7037 -6.7936 0.12 -0.06 -0.22
Cl -0.8403 -1.9045 -7.9377 -0.02 0.03 0.08
Cl 2.0226 -1.5220 -7.6432 -0.08 -0.01 0.09
Cl 0.1937 -0.3145 -5.7351 -0.02 -0.02 0.06
H 0.5434 -2.5918 -6.1769 -0.01 0.03 0.03
C -4.4902 -1.5523 2.7114 -0.17 -0.13 0.26
Cl -5.9304 -2.2174 3.4665 0.16 0.05 -0.12
Cl -4.8969 -0.7838 1.1616 0.15 0.16 -0.01
Cl -3.6987 -0.3930 3.7885 0.01 -0.03 -0.04
H -3.7990 -2.3657 2.5185 -0.01 0.07 0.01
C -1.9094 -3.5502 -11.2988 -0.04 -0.04 -0.12
Cl -3.0130 -4.9042 -11.0386 0.06 0.05 0.04
Cl -1.0324 -3.7445 -12.8178 0.00 0.02 0.09
Cl -2.7886 -2.0169 -11.2781 0.06 -0.03 0.07
H -1.1884 -3.5392 -10.4893 -0.04 0.01 -0.06
C 6.9549 2.6990 5.2979 0.04 0.12 0.08
Cl 5.5536 1.9401 6.0688 0.01 -0.05 -0.05
Cl 6.4798 3.4857 3.7911 -0.07 0.29 0.16
Cl 7.7170 3.8529 6.3898 -0.02 -0.10 -0.08
H 7.6765 1.9237 5.0625 -0.05 0.04 -0.02
C 10.1732 0.9744 2.8932 -0.03 -0.12 -0.14
Cl 8.8140 1.9827 2.3807 0.31 -0.16 -0.02
Cl 10.0720 0.6272 4.6242 0.03 0.04 -0.03
Cl 10.2258 -0.5235 1.9618 0.03 0.08 0.05
H 11.0906 1.5219 2.7100 -0.06 -0.02 0.03
C -8.3272 -2.9426 -0.2122 -0.05 0.16 -0.10
Cl -6.5940 -3.2980 -0.1969 -0.11 -0.22 -0.09
Cl -8.7499 -1.8439 1.1030 0.00 -0.08 -0.04
Cl -8.8096 -2.2641 -1.7692 0.03 -0.06 0.06
H -8.8630 -3.8732 -0.0606 0.16 0.20 -0.04
C -9.2746 -5.9158 2.8065 0.14 0.13 0.08
Cl -9.9817 -5.5496 1.2269 -0.18 -0.25 0.13
Cl -7.5439 -6.2303 2.6526 -0.07 -0.01 -0.01
Cl -9.5689 -4.5957 3.9402 -0.01 -0.07 -0.04
H -9.7513 -6.8096 3.1920 0.01 0.06 -0.06
```
Forces are in eV/Å.

[2]
# C3H7NO2

A molecular structure, C3H7NO2 (ωB97M-V/def2-TZVPD, the Open Molecules 2025 dataset).

Values from the calculation:
gap between HOMO and LUMO: 10.5 eV
energy: -8805.4630 eV
energy relative to the best compared isomer or geometry (same formula, charge and spin): 488.8 kJ/mol

Structure (XYZ):
```
13
Properties=species:S:1:pos:R:3:forces:R:3
C 0.8039 -0.9137 -1.2375 0.05 0.00 -0.04
C 0.2697 -0.1276 -0.0846 0.16 0.18 0.13
N 1.0246 0.6864 0.5400 -0.20 -0.46 -0.48
O 0.5617 1.4650 1.6089 -0.19 0.15 0.30
C -1.1690 -0.2392 0.3782 0.08 -0.29 -0.07
O -1.7987 1.0142 0.4093 0.06 0.15 0.14
H 1.8682 -0.7181 -1.3874 -0.16 -0.03 0.03
H 0.6600 -1.9867 -1.0662 0.00 0.15 -0.01
H 0.2592 -0.6516 -2.1515 0.05 -0.04 0.13
H 1.6581 1.5236 0.9464 0.21 0.04 -0.01
H -1.1745 -0.7323 1.3644 0.00 0.08 -0.11
H -1.7269 -0.8745 -0.3166 0.10 0.07 0.09
H -1.2364 1.5545 0.9966 -0.16 0.01 -0.11
```
Forces are in eV/Å.

[3]
# C4H11N4O5P

2 unconnected molecules or ions with the total composition C4H11N4O5P at a distorted geometry (ωB97M-V/def2-TZVPD, the Open Molecules 2025 dataset).

Values from the calculation:
gap between HOMO and LUMO: 5.0 eV
energy: -29807.4488 eV

Structure (XYZ):
```
25
Properties=species:S:1:pos:R:3:forces:R:3
N -0.1329 0.3599 -2.7673 0.46 0.76 -0.91
C 0.2644 0.3142 -1.4618 0.41 -0.52 -0.35
N 0.0212 1.3785 -0.6842 -2.58 -2.35 -0.87
C -0.8053 0.9536 0.5187 0.33 1.01 2.63
C -0.1562 -0.2360 1.2095 0.00 -0.43 -0.69
C 0.0834 -1.3642 0.1932 -0.12 0.34 0.76
N 0.8693 -0.8728 -1.0105 0.10 2.29 -0.32
P 2.5687 -0.6706 -0.4957 1.27 -2.03 3.36
O 3.5994 -1.4107 -1.5633 -1.32 1.96 -0.65
O 2.9447 0.9373 -0.3041 -0.09 -0.85 -1.93
H 0.5277 0.3450 -3.5315 -0.15 -0.76 0.17
H -1.1127 0.3426 -3.0174 0.14 0.55 0.25
H -0.5572 2.0295 -1.2195 0.62 0.31 0.04
H -1.8672 0.8079 0.2528 0.48 -0.16 -0.17
H -0.7918 1.7876 1.2414 -0.13 -0.29 -0.41
H 0.8118 0.0922 1.6298 -0.37 -0.24 -0.02
H -0.7900 -0.6471 2.0134 0.15 0.53 -0.25
H 0.6448 -2.1574 0.7089 -0.10 0.07 -0.67
H -0.8756 -1.7338 -0.2033 0.40 -0.08 0.19
H 3.5720 -1.0456 -2.4671 0.26 -0.37 0.02
H 3.5162 1.2868 -1.0111 -0.15 0.21 0.26
N -3.0889 -0.1261 2.9990 0.08 -0.09 0.23
O -2.4560 0.8852 3.3776 0.18 0.10 -0.17
O -3.5797 -0.1508 1.8449 0.12 0.03 -0.44
O -3.2104 -1.1051 3.7475 0.01 0.01 -0.06
```
Forces are in eV/Å.